No. 1
Density functional theory data (the ωB97M-V functional and the def2-TZVPD basis) for a structure of composition C4H6O2 at a distorted geometry.

```
! RIJCOSX wB97M-V def2-TZVPD def2/J DEFGRID3
* xyz 0 1
C 2.78 0.65 -0.14
C 3.50 -0.32 0.00
C -1.01 0.23 0.07
C -2.58 -0.13 -0.09
H 1.96 1.43 -0.36
H 4.54 -0.92 0.61
H 0.54 -0.71 -0.14
H -3.17 0.73 -0.25
H -2.67 -1.00 -0.83
H -2.93 -0.39 0.98
O -0.61 1.34 0.12
O -0.36 -0.90 0.02
*
```

**Energy relative to the best compared isomer or geometry (same formula, charge and spin)**: 3.785 eV
**Total energy**: -8336.6759 eV
**Lowest unoccupied orbital energy**: 0.0321 Ha
**F_max**: 5.34 eV Å⁻¹

Per-atom natural (NBO) charges, elementary charge units: number 1, C, carries -0.30; number 2, C, carries -0.29; number 3, C, carries 0.82; number 4, C, carries -0.74; number 5, H, carries 0.28; number 6, H, carries 0.30; number 7, H, carries 0.50; number 8, H, carries 0.23; number 9, H, carries 0.24; number 10, H, carries 0.23; number 11, O, carries -0.60; number 12, O, carries -0.67

No. 2
Density functional theory data (the ωB97M-V functional and the def2-TZVPD basis) for a cluster of 2 separate species, C4H7NO in total.

```
! RIJCOSX wB97M-V def2-TZVPD def2/J DEFGRID3
* xyz 0 1
O -2.71 -0.49 1.20
C -1.84 -0.67 0.39
N -0.50 -0.66 0.70
C 0.50 -0.66 -0.26
C 1.79 -0.38 -0.02
C -0.15 1.64 -0.96
H -2.02 -0.88 -0.68
H -0.27 -0.38 1.65
H 0.18 -0.99 -1.24
H 2.15 -0.11 0.97
H 2.53 -0.50 -0.80
H 0.82 2.18 -0.94
H -0.59 1.91 0.03
*
```

**Energy relative to the best compared isomer or geometry (same formula, charge and spin)**: 5.502 eV
**Total energy**: -7794.1422 eV
**Lowest unoccupied orbital energy**: -0.0270 Ha
**F_max**: 0.39 eV Å⁻¹

Per-atom natural (NBO) charges, elementary charge units: number 1, O, carries -0.58; number 2, C, carries 0.55; number 3, N, carries -0.63; number 4, C, carries -0.01; number 5, C, carries -0.44; number 6, C, carries -0.26; number 7, H, carries 0.12; number 8, H, carries 0.41; number 9, H, carries 0.23; number 10, H, carries 0.20; number 11, H, carries 0.22; number 12, H, carries 0.09; number 13, H, carries 0.09

No. 3
Density functional theory data (the ωB97M-V functional and the def2-TZVPD basis) for a cluster of 2 separate species, C9H11PS in total at a distorted geometry.

```
! RIJCOSX wB97M-V def2-TZVPD def2/J DEFGRID3
* xyz 0 1
C 2.94 0.76 1.05
C 2.29 0.03 1.99
C 2.21 1.11 -0.02
C 1.02 -0.56 1.71
C 1.02 0.58 -0.27
C 0.33 -0.27 0.56
C -1.54 -1.87 1.10
C -1.94 1.51 -3.14
C -0.95 -0.78 0.25
P -1.82 -0.13 -1.12
S -3.57 -0.93 -1.22
H 3.97 1.16 1.12
H 2.82 -0.27 2.90
H 2.66 1.80 -0.70
H 0.70 -1.12 2.52
H 0.69 0.92 -1.20
H -2.31 -2.43 0.63
H -2.11 -1.55 1.97
H -0.58 -2.53 1.45
H -1.06 1.00 -3.47
H -1.86 2.54 -2.86
H -2.90 1.02 -3.24
*
```

**Energy relative to the best compared isomer or geometry (same formula, charge and spin)**: 4.133 eV
**Total energy**: -29631.0958 eV
**Lowest unoccupied orbital energy (spin up / spin down)**: -0.0547 / -0.0771 Ha
**F_max**: 3.04 eV Å⁻¹

Per-atom natural (NBO) charges, elementary charge units: number 1, C, carries -0.23; number 2, C, carries -0.19; number 3, C, carries -0.20; number 4, C, carries -0.21; number 5, C, carries -0.20; number 6, C, carries -0.10; number 7, C, carries -0.64; number 8, C, carries -0.42; number 9, C, carries -0.39; number 10, P, carries 0.76; number 11, S, carries -0.54; number 12, H, carries 0.21; number 13, H, carries 0.21; number 14, H, carries 0.20; number 15, H, carries 0.21; number 16, H, carries 0.20; number 17, H, carries 0.25; number 18, H, carries 0.23; number 19, H, carries 0.22; number 20, H, carries 0.20; number 21, H, carries 0.20; number 22, H, carries 0.22

No. 4
Density functional theory data (the ωB97M-V functional and the def2-TZVPD basis) for the molecule C7H10N2 at a distorted geometry.

```
! RIJCOSX wB97M-V def2-TZVPD def2/J DEFGRID3
* xyz 0 1
C -0.09 1.05 -0.03
C 1.57 -0.27 0.00
C -0.39 -1.27 0.10
C -0.03 2.35 -0.06
C -1.12 -2.37 -0.19
C 2.96 0.08 -0.05
C -2.34 0.32 0.09
N 1.00 -1.37 0.08
N -0.91 0.02 0.03
H -0.93 3.03 0.20
H 1.00 2.84 0.15
H -2.27 -2.46 -0.23
H -0.60 -3.24 -0.21
H 3.22 1.14 0.20
H 3.43 -0.26 -1.03
H 3.59 -0.48 0.71
H -2.69 0.52 -0.95
H -3.02 -0.58 0.22
H -2.37 0.94 0.97
*
```

**Energy relative to the best compared isomer or geometry (same formula, charge and spin)**: 4.884 eV
**Total energy**: -10396.7273 eV
**Lowest unoccupied orbital energy**: 0.0312 Ha
**F_max**: 5.79 eV Å⁻¹

Per-atom natural (NBO) charges, elementary charge units: number 1, C, carries 0.23; number 2, C, carries 0.37; number 3, C, carries 0.32; number 4, C, carries -0.63; number 5, C, carries -0.47; number 6, C, carries -0.73; number 7, C, carries -0.43; number 8, N, carries -0.46; number 9, N, carries -0.48; number 10, H, carries 0.21; number 11, H, carries 0.23; number 12, H, carries 0.20; number 13, H, carries 0.21; number 14, H, carries 0.25; number 15, H, carries 0.26; number 16, H, carries 0.25; number 17, H, carries 0.22; number 18, H, carries 0.22; number 19, H, carries 0.22

No. 5
Density functional theory data (the ωB97M-V functional and the def2-TZVPD basis) for a cluster of 2 separate species, C3H8NS in total at a distorted geometry.

```
! RIJCOSX wB97M-V def2-TZVPD def2/J DEFGRID3
* xyz -1 1
C 2.24 -2.13 -1.37
S 1.65 -0.43 -1.77
H 2.92 -2.14 -0.52
H 2.85 -2.57 -2.18
H 1.34 -2.74 -1.28
C -2.98 1.14 2.24
C -1.13 0.96 0.85
N -1.50 1.24 2.04
H -3.49 2.03 1.85
H -3.36 0.27 1.72
H -3.11 1.14 3.32
H -0.07 0.86 0.67
H -1.84 0.75 0.05
*
```

**Energy relative to the best compared isomer or geometry (same formula, charge and spin)**: 1.537 eV
**Total energy**: -15565.5048 eV
**Lowest unoccupied orbital energy**: 0.1302 Ha
**F_max**: 1.59 eV Å⁻¹

Per-atom natural (NBO) charges, elementary charge units: number 1, C, carries -0.74; number 2, S, carries -0.76; number 3, H, carries 0.17; number 4, H, carries 0.16; number 5, H, carries 0.18; number 6, C, carries -0.46; number 7, C, carries -0.05; number 8, N, carries -0.43; number 9, H, carries 0.19; number 10, H, carries 0.19; number 11, H, carries 0.19; number 12, H, carries 0.22; number 13, H, carries 0.14

No. 6
Density functional theory data (the ωB97M-V functional and the def2-TZVPD basis) for a structure of composition C37H56N4O7P4STeV.

```
! RIJCOSX wB97M-V def2-TZVPD def2/J DEFGRID3
* xyz -2 4
V -0.18 1.20 1.09
N -0.88 -0.78 3.50
P -1.75 0.61 2.94
C -1.99 1.44 4.55
C -1.07 2.39 4.98
C -1.21 3.00 6.22
C -2.29 2.66 7.03
C -3.22 1.73 6.60
C -3.08 1.12 5.36
C -3.36 -0.05 2.50
C -3.59 -1.40 2.56
C -4.68 -1.99 1.72
C -5.83 -1.02 1.77
C -5.61 0.32 1.80
C -4.32 0.86 2.04
C 0.18 -1.33 2.84
C 0.64 -2.62 3.15
C 1.74 -3.12 2.50
C 2.39 -2.34 1.54
C 1.88 -1.09 1.28
N 0.80 -0.60 1.90
H -1.39 -1.43 4.08
H -0.23 2.65 4.34
H -0.49 3.74 6.54
H -2.41 3.14 8.00
H -4.07 1.48 7.23
H -3.82 0.41 4.99
H -2.86 -2.09 2.96
H -4.99 -2.95 2.16
H -6.84 -1.40 1.62
H -6.45 1.00 1.68
H -4.12 1.92 1.94
H 0.10 -3.21 3.89
H 2.09 -4.12 2.71
H 3.26 -2.70 1.00
H 2.30 -0.43 0.52
O -0.47 4.42 2.02
P -0.60 4.26 0.43
O -1.21 5.47 -0.14
O -1.11 2.87 0.10
O 1.03 4.16 0.04
P 1.83 2.86 0.47
O 3.35 3.32 0.24
O 1.47 1.67 -0.37
O 1.55 2.55 1.92
H 0.24 3.84 2.35
H 3.49 3.54 -0.69
C 5.22 -1.19 -5.87
C 5.28 -1.85 -4.50
C 3.86 -2.12 -3.97
C 2.84 -1.07 -4.43
C 3.55 0.28 -4.62
C 4.58 0.20 -5.76
P 1.48 -0.90 -3.17
C 0.63 -2.56 -3.25
C 0.42 -3.21 -4.62
C 0.07 -4.70 -4.49
C -0.69 -4.97 -3.20
C 0.20 -4.69 -1.98
C 1.22 -3.57 -2.26
C 0.21 0.17 -4.02
C 0.07 0.14 -5.56
C 0.17 1.53 -6.19
C -0.85 2.50 -5.58
C -0.86 2.44 -4.04
C 0.29 1.61 -3.49
H 4.63 -1.82 -6.53
H 6.22 -1.12 -6.32
H 5.81 -1.18 -3.81
H 5.86 -2.78 -4.53
H 3.88 -2.16 -2.87
H 3.54 -3.11 -4.30
H 2.46 -1.37 -5.41
H 4.03 0.55 -3.68
H 2.83 1.07 -4.83
H 5.36 0.96 -5.60
H 4.10 0.46 -6.71
H -0.35 -2.29 -2.84
H 1.31 -3.10 -5.25
H -0.39 -2.69 -5.14
H 0.99 -5.30 -4.49
H -0.50 -5.03 -5.36
H -1.05 -6.00 -3.16
H -1.58 -4.34 -3.16
H 0.74 -5.60 -1.68
H -0.43 -4.39 -1.14
H 2.14 -3.99 -2.67
H 1.49 -3.07 -1.33
H -0.71 -0.23 -3.59
H -0.91 -0.29 -5.83
H 0.81 -0.52 -6.03
H 0.03 1.46 -7.27
H 1.18 1.92 -6.04
H -1.84 2.25 -5.97
H -0.63 3.51 -5.93
H -1.79 1.98 -3.68
H -0.84 3.44 -3.61
H 0.27 1.60 -2.40
H 1.25 2.07 -3.74
C -6.05 -4.04 0.00
N -4.62 -3.80 -0.09
C -4.22 -2.42 0.25
N -4.81 -1.57 -0.74
S -2.33 -2.54 0.10
H -6.25 -5.09 -0.25
H -6.57 -3.41 -0.72
H -6.50 -3.84 0.99
H -4.13 -4.42 0.55
H -4.64 -0.60 -0.50
H -4.36 -1.75 -1.63
Te -1.54 -0.41 -0.69
*
```

**Expectation value of S²**: 3.763
**Energy relative to the best compared isomer or geometry (same formula, charge and spin)**: 0.000 eV
**Total energy**: -140554.4916 eV
**Lowest unoccupied orbital energy (spin up / spin down)**: 0.1449 / 0.1449 Ha
**F_max**: 0.51 eV Å⁻¹

Löwdin atomic charge list, values in e, 99 entries: number 1, V, carries 0.30; number 2, N, carries -0.09; number 3, P, carries 1.01; number 4, C, carries -0.32; number 5, C, carries -0.09; number 6, C, carries -0.10; number 7, C, carries -0.11; number 8, C, carries -0.10; number 9, C, carries -0.08; number 10, C, carries -0.50; number 11, C, carries -0.18; number 12, C, carries -0.32; number 13, C, carries -0.13; number 14, C, carries -0.18; number 15, C, carries -0.18; number 16, C, carries -0.38; number 17, C, carries -0.02; number 18, C, carries -0.09; number 19, C, carries -0.08; number 20, C, carries -0.12; number 21, N, carries 0.01; number 22, H, carries 0.09; number 23, H, carries 0.09; number 24, H, carries 0.10; number 25, H, carries 0.09; number 26, H, carries 0.09; number 27, H, carries 0.10; number 28, H, carries 0.05; number 29, H, carries 0.10; number 30, H, carries 0.07; number 31, H, carries 0.08; number 32, H, carries 0.08; number 33, H, carries 0.11; number 34, H, carries 0.10; number 35, H, carries 0.09; number 36, H, carries 0.10; number 37, O, carries -0.16; number 38, P, carries 0.20; number 39, O, carries -0.29; number 40, O, carries -0.41; number 41, O, carries -0.26; number 42, P, carries 0.17; number 43, O, carries -0.11; number 44, O, carries -0.36; number 45, O, carries -0.34; number 46, H, carries 0.01; number 47, H, carries 0.08; number 48, C, carries -0.22; number 49, C, carries -0.21; number 50, C, carries -0.22; number 51, C, carries -0.49; number 52, C, carries -0.21; number 53, C, carries -0.20; number 54, P, carries 1.11; number 55, C, carries -0.47; number 56, C, carries -0.19; number 57, C, carries -0.21; number 58, C, carries -0.20; number 59, C, carries -0.20; number 60, C, carries -0.22; number 61, C, carries -0.46; number 62, C, carries -0.19; number 63, C, carries -0.22; number 64, C, carries -0.20; number 65, C, carries -0.17; number 66, C, carries -0.25; number 67, H, carries 0.11; number 68, H, carries 0.10; number 69, H, carries 0.11; number 70, H, carries 0.10; number 71, H, carries 0.10; number 72, H, carries 0.10; number 73, H, carries 0.08; number 74, H, carries 0.12; number 75, H, carries 0.08; number 76, H, carries 0.10; number 77, H, carries 0.10; number 78, H, carries 0.05; number 79, H, carries 0.09; number 80, H, carries 0.10; number 81, H, carries 0.10; number 82, H, carries 0.10; number 83, H, carries 0.10; number 84, H, carries 0.11; number 85, H, carries 0.10; number 86, H, carries 0.06; number 87, H, carries 0.09; number 88, H, carries 0.09; number 89, H, carries 0.04; number 90, H, carries 0.11; number 91, H, carries 0.08; number 92, H, carries 0.10; number 93, H, carries 0.09; number 94, H, carries 0.10; number 95, H, carries 0.10; number 96, H, carries 0.11; number 97, H, carries 0.11; number 98, H, carries 0.06; number 99, H, carries 0.10

No. 7
Density functional theory data (the ωB97M-V functional and the def2-TZVPD basis) for a cluster of 2 separate species, C2H6NO3 in total.

```
! RIJCOSX wB97M-V def2-TZVPD def2/J DEFGRID3
* xyz -1 1
O 1.26 -0.57 1.79
C 0.46 -0.32 0.87
O 0.39 -0.88 -0.26
C -0.57 0.80 1.19
N -1.39 1.24 0.07
H -1.16 0.47 2.05
H 0.08 1.62 1.49
H -2.31 0.79 0.10
H -0.97 0.83 -0.76
H 0.43 0.40 -3.20
H -0.06 -0.46 -2.01
O 0.06 -0.46 -2.99
*
```

**Energy relative to the best compared isomer or geometry (same formula, charge and spin)**: 0.361 eV
**Total energy**: -9805.8400 eV
**Lowest unoccupied orbital energy**: 0.1523 Ha
**F_max**: 0.91 eV Å⁻¹

Per-atom natural (NBO) charges, elementary charge units: number 1, O, carries -0.77; number 2, C, carries 0.75; number 3, O, carries -0.82; number 4, C, carries -0.35; number 5, N, carries -0.86; number 6, H, carries 0.18; number 7, H, carries 0.18; number 8, H, carries 0.34; number 9, H, carries 0.36; number 10, H, carries 0.45; number 11, H, carries 0.51; number 12, O, carries -0.99

No. 8
Density functional theory data (the ωB97M-V functional and the def2-TZVPD basis) for the molecule CH5BS at a distorted geometry.

```
! RIJCOSX wB97M-V def2-TZVPD def2/J DEFGRID3
* xyz 0 1
C 0.78 -0.60 -0.05
B -0.53 0.18 0.39
S -2.16 -0.11 -0.13
H 0.83 -1.48 -0.61
H 1.53 -0.85 0.76
H 1.27 0.12 -0.61
H 0.01 1.07 1.28
H -2.76 0.95 0.37
*
```

**Energy relative to the best compared isomer or geometry (same formula, charge and spin)**: 0.426 eV
**SMILES**: CBS
**Total energy**: -12629.3201 eV
**Lowest unoccupied orbital energy**: 0.0201 Ha
**F_max**: 4.26 eV Å⁻¹

Per-atom natural (NBO) charges, elementary charge units: number 1, C, carries -0.96; number 2, B, carries 0.26; number 3, S, carries -0.11; number 4, H, carries 0.22; number 5, H, carries 0.24; number 6, H, carries 0.24; number 7, H, carries -0.03; number 8, H, carries 0.14

Repeat the second record exactly.
Density functional theory data (the ωB97M-V functional and the def2-TZVPD basis) for a cluster of 2 separate species, C4H7NO in total.

```
! RIJCOSX wB97M-V def2-TZVPD def2/J DEFGRID3
* xyz 0 1
O -2.71 -0.49 1.20
C -1.84 -0.67 0.39
N -0.50 -0.66 0.70
C 0.50 -0.66 -0.26
C 1.79 -0.38 -0.02
C -0.15 1.64 -0.96
H -2.02 -0.88 -0.68
H -0.27 -0.38 1.65
H 0.18 -0.99 -1.24
H 2.15 -0.11 0.97
H 2.53 -0.50 -0.80
H 0.82 2.18 -0.94
H -0.59 1.91 0.03
*
```

**Energy relative to the best compared isomer or geometry (same formula, charge and spin)**: 5.502 eV
**Total energy**: -7794.1422 eV
**Lowest unoccupied orbital energy**: -0.0270 Ha
**F_max**: 0.39 eV Å⁻¹

Per-atom natural (NBO) charges, elementary charge units: number 1, O, carries -0.58; number 2, C, carries 0.55; number 3, N, carries -0.63; number 4, C, carries -0.01; number 5, C, carries -0.44; number 6, C, carries -0.26; number 7, H, carries 0.12; number 8, H, carries 0.41; number 9, H, carries 0.23; number 10, H, carries 0.20; number 11, H, carries 0.22; number 12, H, carries 0.09; number 13, H, carries 0.09

Number 7 is which compound?
C2H6NO3